Record 1
Molecular formula: C6H12S
Method: DFT, ωB97M-V with the def2-TZVPD basis set

Summary:
* Kohn-Sham gap: 7.36 eV
* E_HOMO: -6.90 eV
* E_LUMO: 0.459 eV
* SMILES string: CS1(C)=CCCC=1

Structure (XYZ):
```
19
Properties=species:S:1:pos:R:3:forces:R:3
C -1.617 -0.905 1.121 -0.185 0.718 2.819
C 0.681 0.926 0.888 1.440 -1.330 -1.010
H -1.242 1.398 -1.755 -1.506 -1.200 0.876
H 0.538 -2.188 -0.763 -0.441 -0.399 -0.234
H 2.664 1.563 -0.148 -0.894 -1.555 1.098
S -0.358 -0.111 0.084 -1.314 -0.858 0.661
H -2.589 -0.311 1.355 1.999 -0.633 -0.794
C 2.190 0.640 0.387 -0.787 2.157 1.152
H 2.988 -1.203 -0.363 0.005 -0.599 0.728
H 0.381 1.902 0.885 -0.879 2.588 0.190
C 2.137 -0.550 -0.498 -1.113 -1.853 -0.451
H -2.895 0.559 -1.512 0.363 -1.034 0.128
H 2.287 -0.349 -1.539 -0.398 0.743 -0.911
C 0.757 -1.288 -0.237 1.459 0.707 -0.680
H 2.763 0.420 1.322 -0.244 0.283 -0.794
H -1.140 -1.218 2.111 -0.407 0.677 -1.328
H -1.870 -1.818 0.648 -0.369 -0.838 -0.879
C -1.955 0.822 -1.024 3.449 2.265 -1.161
H -2.175 1.602 -0.311 -0.178 0.161 0.590
```
Positions in Å, forces in eV/Å.

Which charges does natural (NBO) predict for the atoms? In e, they are: C -0.7940; C -0.7301; H 0.2083; H 0.2260; H 0.2052; S 1.2826; H 0.2431; C -0.3968; H 0.2176; H 0.1999; C -0.4251; H 0.2276; H 0.1927; C -0.7029; H 0.2086; H 0.2507; H 0.2327; C -0.8453; H 0.1992

Record 2
Molecular formula: C31H44BrN3OP2Pd
Method: DFT, ωB97M-V with the def2-TZVPD basis set

Summary:
* Kohn-Sham gap (alpha / beta): 4.59 / 2.26 eV
* spin multiplicity: 5
* E_HOMO (alpha / beta): -16.74 / -16.74 eV
* ⟨S²⟩: 6.041
* E_LUMO (alpha / beta): -12.158 / -14.484 eV
* charge: +4

Structure (XYZ):
```
83
Properties=species:S:1:pos:R:3:forces:R:3
O 7.844 0.735 2.196 -1.245 0.486 0.548
H -2.608 -0.775 1.234 -0.728 -1.229 1.298
C -1.804 -2.765 1.879 0.206 0.039 -0.483
C 1.336 1.190 -1.512 -0.815 -1.739 -1.054
Pd -1.876 -1.280 -1.887 1.285 -0.480 -0.649
C -4.740 2.062 1.382 -0.582 0.250 0.510
C 6.974 1.149 2.948 1.056 -0.072 0.514
H -1.662 2.271 -2.636 0.132 -0.205 0.367
Br 0.930 2.819 -0.762 0.943 0.689 0.754
H 1.588 0.035 0.318 -0.042 0.042 -0.796
H -3.338 5.577 -1.341 0.344 -0.240 -0.197
H 6.116 1.324 0.404 -0.055 0.103 0.336
H 2.231 1.437 3.415 0.521 -0.062 -0.134
C 4.431 1.404 3.341 -0.711 -0.217 -0.599
C -2.329 1.575 -2.112 -0.258 -0.636 -0.548
P -3.298 2.509 -0.911 1.884 1.154 1.450
C 1.369 -0.019 -0.770 0.876 0.621 -0.106
H -2.580 -3.240 1.255 0.449 -0.083 0.390
H 2.344 -4.507 -4.729 -0.130 -0.472 -0.348
H -0.826 -2.745 1.317 -0.943 -0.550 0.578
C -2.227 -1.324 2.158 0.656 1.263 -1.228
C 1.624 -5.774 -6.353 1.814 -1.181 -0.955
H -3.931 0.188 -2.634 -0.172 0.361 -0.301
H 0.909 -1.892 2.490 0.098 0.154 0.479
H 8.154 1.494 4.524 0.130 -0.131 0.234
H -2.105 4.792 -2.419 -0.270 0.181 0.284
P -0.738 -0.233 2.316 -0.982 -1.237 2.782
H -1.740 0.820 -1.501 -0.106 0.808 -0.402
C 1.227 1.161 -2.921 -0.010 -0.232 -0.308
C -0.858 -4.695 -5.907 0.950 -0.385 -0.042
N 7.180 1.396 4.286 -0.350 0.473 -0.585
C 3.984 1.217 0.655 0.765 0.521 0.728
H -3.244 0.881 3.916 0.120 -0.017 0.193
H -1.198 3.523 -0.503 -1.172 -0.096 0.274
H -2.452 4.245 0.613 -0.086 -0.363 -0.378
C 0.742 -1.217 -2.782 -0.814 0.021 1.113
H 1.262 -0.416 3.426 0.092 -0.520 -0.173
H 0.785 -2.600 4.752 0.044 0.041 -0.004
H -3.615 0.540 0.317 -0.216 -0.066 0.064
H -2.178 -0.027 5.030 -0.040 0.119 -0.126
H 4.522 1.410 4.412 0.112 0.055 0.259
H -0.171 1.253 4.004 -0.224 0.192 -0.096
C 5.298 1.361 1.123 -0.400 -0.738 -0.635
H -2.826 0.474 -4.005 0.181 0.161 0.420
C 5.550 1.343 2.495 -1.047 -0.055 -0.471
C 1.484 -4.843 -5.313 -1.346 0.300 0.167
H 2.620 -6.204 -6.554 -0.440 0.175 0.069
H 0.061 -1.101 5.317 -0.111 -0.105 -0.007
H 1.358 -2.193 -0.905 -0.086 0.677 -0.379
H -4.615 3.054 1.828 0.152 -0.003 -0.298
H -1.285 1.972 2.823 0.035 0.230 0.665
C -2.282 0.887 4.439 -0.326 -0.102 0.121
C 1.264 -1.234 -1.449 -1.386 0.083 0.504
H -1.842 -4.239 -5.792 0.146 -0.516 -0.333
C -2.346 5.103 -1.389 0.078 0.524 -0.204
H -5.636 2.094 0.755 0.163 -0.032 0.025
N 0.616 -6.180 -7.141 -1.049 3.684 3.962
C -2.245 3.917 -0.421 -0.088 0.889 -0.388
H -4.984 1.422 2.232 0.181 -0.200 -0.194
H 6.548 2.036 4.769 0.462 -0.366 -0.247
N 2.935 1.198 1.481 -0.662 0.073 -0.107
C 0.838 -0.025 -3.546 -0.600 -0.469 0.181
H -1.718 -3.294 2.852 0.146 0.068 -0.980
H -3.925 1.745 -3.557 -0.076 -0.435 0.183
H -2.609 1.652 1.253 -0.002 0.268 -0.500
C -1.126 1.103 3.483 0.600 0.895 -1.172
C -0.046 -2.394 -3.197 1.072 -1.220 -2.390
C 0.053 -1.831 4.506 -0.410 -0.108 0.702
C 0.185 -4.320 -5.050 -0.330 -0.369 -0.410
C -0.593 -5.635 -6.922 -1.023 -1.084 -1.633
H -0.920 -2.322 4.482 0.074 0.131 -0.022
H -1.617 5.887 -1.129 -0.202 -0.364 0.027
H 0.464 -0.070 -4.578 0.454 0.321 0.402
C -3.503 1.586 0.615 -0.853 -0.693 0.110
C 3.129 1.353 2.787 1.480 0.102 0.160
H -1.412 -5.945 -7.580 0.252 0.037 0.102
C -0.105 -3.349 -3.998 1.014 1.423 0.983
H 1.326 2.085 -3.519 -0.165 -0.558 0.470
H -2.830 -1.243 3.093 0.125 0.385 -1.006
H -2.270 1.728 5.132 -0.138 -0.016 0.027
C -3.298 0.947 -3.129 -0.166 -0.388 -0.404
H 3.776 1.152 -0.417 0.169 -0.072 0.345
C 0.490 -1.173 3.215 1.597 0.107 -1.486
```
Positions in Å, forces in eV/Å.

Which charges does Mulliken predict for the atoms? In e, they are: O -0.5496; H -0.6980; C -1.1751; C 0.0352; Pd 0.3096; C -1.6292; C 0.3434; H 0.3903; Br 0.0541; H 0.8177; H 0.3991; H 0.4775; H 0.3625; C -0.8458; C 1.4254; P 0.1774; C 0.2414; H 0.4005; H 0.4621; H 0.2643; C 0.4582; C -0.3786; H 0.5501; H 0.4730; H 0.2839; H 0.3328; P 1.2374; H -1.2731; C -1.1815; C -0.3090; N -0.3946; C -0.1439; H 0.1653; H -0.9423; H 0.4980; C -0.1370; H 0.3619; H 0.3825; H 0.2996; H 0.3309; H 0.3710; H 0.4231; C -0.7464; H 0.3578; C 0.8761; C -0.2372; H 0.4233; H 0.3637; H 0.4640; H 0.3919; H 0.6440; C -1.3804; C -0.5024; H 0.4689; C -1.3044; H 0.4619; N 0.0959; C 0.8802; H 0.3980; H 0.2166; N -0.0802; C -0.1741; H 0.3086; H 0.4703; H -0.8912; C -0.7943; C -0.7614; C -1.4980; C 0.8424; C -0.4021; H 0.3496; H 0.3954; H 0.5852; C 1.1175; C -0.4619; H 0.4183; C 0.0560; H 0.5990; H 0.6055; H 0.4628; C -1.4823; H 0.3330; C -0.5403

Record 3
Molecular formula: C3H5B
Method: DFT, ωB97M-V with the def2-TZVPD basis set

Summary:
* Kohn-Sham gap (alpha / beta): 5.72 / 7.97 eV
* spin multiplicity: 3
* E_HOMO (alpha / beta): -5.39 / -11.00 eV
* ⟨S²⟩: 2.006
* E_LUMO (alpha / beta): 0.328 / -3.036 eV

Structure (XYZ):
```
9
Properties=species:S:1:pos:R:3:forces:R:3
H 0.669 2.312 -0.300 1.344 -2.294 0.023
H 2.461 -0.287 0.712 -1.682 0.460 -0.257
H -1.585 -0.076 1.315 0.586 0.338 0.229
H 0.197 -0.540 -1.391 -0.436 -2.107 -3.400
C 0.999 1.188 -0.279 -4.670 2.607 -0.721
C 1.509 0.128 0.258 1.508 -3.072 0.213
B -1.362 -0.563 0.263 0.875 0.942 0.738
H -2.102 -1.196 -0.325 -0.333 -0.816 -1.215
C 0.224 -0.144 -0.472 2.808 3.942 4.390
```
Positions in Å, forces in eV/Å.

Which charges does natural (NBO) predict for the atoms? In e, they are: H 0.2594; H 0.2451; H -0.0534; H 0.2539; C -0.0948; C -0.1051; B -0.0986; H -0.0698; C -0.3365

Record 4
Molecular formula: Cl2H4N2Si2
Method: DFT, ωB97M-V with the def2-TZVPD basis set

Summary:
* Kohn-Sham gap: 9.14 eV
* E_HOMO: -8.93 eV
* E_LUMO: 0.209 eV

Structure (XYZ):
```
10
Properties=species:S:1:pos:R:3:forces:R:3
N -0.108 -1.079 0.248 -0.148 -1.052 -0.078
Si 1.255 -0.072 0.595 -2.931 1.840 -1.240
H 2.370 -0.137 -0.336 0.449 -0.096 0.025
H -1.279 -0.240 -1.989 -0.306 0.090 -0.317
Cl 0.245 2.776 -0.575 -0.014 -0.145 -0.050
H -2.485 0.171 0.141 -0.526 -0.072 -0.155
H 1.562 0.113 2.000 0.370 -0.070 0.315
Si -1.218 0.039 -0.559 1.318 -0.217 0.932
Cl -0.292 -2.767 0.483 0.043 0.333 -0.019
N -0.051 1.195 -0.008 1.747 -0.611 0.587
```
Positions in Å, forces in eV/Å.

Which charges does natural (NBO) predict for the atoms? In e, they are: N -1.2842; Si 1.5252; H -0.1925; H -0.2013; Cl 0.1173; H -0.1974; H -0.1864; Si 1.5427; Cl 0.1246; N -1.2480

The ΔE to the lowest compared entry with this formula, charge and spin results, record by record, are as follows: 157.6; 48.7; 49.7; 0.0 kcal per mole.